{"formula": "C11H16Cl3NOSV", "method": "ωB97M-V/def2-TZVPD", "e_above_lowest_ev": 5.586, "s2": 0.91, "lumo_ev": [3.71, 3.74], "homo_lumo_gap_ev": [4.4878, 4.4648], "charge": -2, "spin_multiplicity": 2, "max_force_ha_per_bohr": 0.14167, "energy_ha": -3281.4707, "homo_energy_ev": [-0.776, -0.723], "elements": ["C", "C", "C", "C", "C", "C", "C", "C", "C", "C", "V", "Cl", "Cl", "Cl", "H", "H", "H", "H", "H", "H", "H", "H", "H", "H", "H", "H", "H", "H", "H", "O", "H", "S", "C", "N"], "xyz": [[-0.371, 0.940, -2.311], [-1.219, -0.074, -1.803], [-0.376, -1.237, -1.627], [-2.705, -0.125, -1.989], [0.951, -0.937, -2.019], [0.992, 0.446, -2.437], [2.197, 1.288, -2.620], [-0.778, 2.304, -2.686], [-0.959, -2.627, -1.500], [2.118, -1.833, -1.854], [0.326, 0.345, -0.529], [-3.916, -1.485, 1.382], [-1.571, 1.883, 0.727], [0.439, -1.677, 1.154], [-3.109, 0.867, -1.803], [-3.192, -0.750, -1.259], [-2.952, -0.409, -3.023], [-1.748, -2.632, -0.742], [-0.161, -3.303, -1.159], [-1.373, -3.037, -2.447], [1.939, -2.489, -1.003], [2.995, -1.194, -1.663], [2.365, -2.458, -2.728], [3.082, 0.653, -2.441], [2.186, 2.195, -1.935], [2.222, 1.671, -3.669], [-1.743, 2.549, -2.230], [-0.836, 2.405, -3.783], [0.005, 2.988, -2.319], [1.672, 2.098, 0.211], [2.556, 2.499, 0.328], [2.284, 0.522, 1.117], [1.809, 0.852, 2.730], [1.435, 0.985, 3.822]], "forces_ev_per_angstrom": [[0.231, -0.061, -0.937], [-0.003, -2.401, -2.421], [-1.988, -1.117, -3.316], [0.274, 0.748, 0.542], [-0.298, -0.213, -0.903], [-0.567, -0.526, 0.314], [0.257, 0.833, -0.697], [0.151, 0.722, -0.024], [0.449, -0.065, 0.790], [0.591, -0.006, -0.067], [0.099, 2.480, 6.849], [-0.287, -0.283, -0.151], [1.015, -0.347, -0.474], [-0.044, 0.114, 0.062], [-0.146, 0.169, -0.030], [-0.161, -0.470, 0.254], [0.101, -0.141, 0.182], [0.044, -0.059, -0.032], [-0.366, 0.033, -0.046], [0.266, 0.587, 0.268], [0.206, 0.033, 0.097], [0.019, -0.486, 0.148], [-0.232, 0.192, 0.040], [-0.122, 0.607, -0.077], [0.192, -1.062, -0.836], [0.319, -0.121, 0.541], [0.302, 0.163, -0.055], [-0.074, 0.048, 0.201], [-0.537, 0.191, -0.185], [1.549, -0.829, 1.376], [-0.729, 0.395, -0.628], [-0.383, 1.054, -0.025], [-0.828, -0.255, 0.164], [0.700, 0.075, -0.926]], "nbo_charge": [-0.21, -0.11, -0.08, -0.63, -0.18, -0.26, -0.61, -0.61, -0.63, -0.62, 0.95, -0.98, -0.66, -0.56, 0.23, 0.29, 0.18, 0.28, 0.21, 0.19, 0.25, 0.19, 0.19, 0.21, 0.21, 0.20, 0.25, 0.19, 0.20, -0.79, 0.48, 0.50, 0.04, -0.29]}